{"formula": "C37H74Br12O11", "method": "ωB97M-V/def2-TZVPD", "homo_energy_ev": -9.63, "spin_multiplicity": 1, "e_tot_ev": -902601.7314, "charge": 0, "gap_ev": 9.8, "species": ["C", "C", "O", "C", "H", "H", "H", "H", "H", "H", "C", "C", "O", "C", "H", "H", "H", "H", "H", "H", "C", "C", "O", "C", "H", "H", "H", "H", "H", "H", "O", "C", "O", "C", "C", "C", "H", "H", "H", "H", "H", "H", "H", "H", "O", "C", "O", "C", "C", "C", "H", "H", "H", "H", "H", "H", "H", "H", "O", "C", "O", "C", "C", "C", "H", "H", "H", "H", "H", "H", "H", "H", "O", "C", "O", "C", "C", "C", "H", "H", "H", "H", "H", "H", "H", "H", "Br", "C", "C", "Br", "H", "H", "H", "H", "Br", "C", "C", "Br", "H", "H", "H", "H", "Br", "C", "C", "Br", "H", "H", "H", "H", "Br", "C", "C", "Br", "H", "H", "H", "H", "Br", "C", "C", "Br", "H", "H", "H", "H", "Br", "C", "C", "Br", "H", "H", "H", "H"], "positions_angstrom": [[-4.99375, 0.90233, 2.91589], [-3.61814, 0.45211, 2.52177], [-2.68293, 0.52846, 3.29340], [-3.44591, -0.07147, 1.13229], [-5.60828, 1.16312, 2.05832], [-5.00350, 1.71387, 3.63884], [-5.46287, 0.12950, 3.53456], [-2.64352, -0.80947, 1.10177], [-3.21339, 0.73267, 0.42700], [-4.35336, -0.50594, 0.70865], [5.76455, 1.94832, 1.33913], [5.80709, 3.21208, 0.52986], [5.77984, 4.30876, 1.04476], [5.79362, 3.10788, -0.99260], [5.41398, 2.23272, 2.33225], [6.76899, 1.53067, 1.38767], [4.97503, 1.31957, 0.92455], [5.78328, 2.04708, -1.26343], [6.68012, 3.59973, -1.38295], [4.84335, 3.40334, -1.43640], [-3.88901, 4.42412, 1.84778], [-4.45215, 4.32097, 0.44397], [-5.63714, 4.13847, 0.24886], [-3.53698, 4.52614, -0.73187], [-3.19277, 3.60102, 1.99762], [-4.62256, 4.43170, 2.65011], [-3.37521, 5.38308, 1.88431], [-4.05600, 4.26532, -1.65240], [-2.65993, 3.88214, -0.67214], [-3.35201, 5.60224, -0.73438], [-0.97475, -2.29454, -0.46902], [0.04325, -1.84802, -0.93238], [0.87704, -1.02703, -0.26776], [0.52865, -0.69784, 1.07525], [1.69688, -0.05687, 1.78994], [0.56839, -2.19675, -2.29423], [0.27929, -1.62803, 1.58970], [-0.34863, -0.04877, 1.13142], [2.26430, 0.65892, 1.19664], [2.34747, -0.83284, 2.19539], [1.38181, 0.45672, 2.70092], [1.63504, -2.35412, -2.13247], [0.34980, -1.46784, -3.07132], [0.14542, -3.15915, -2.56970], [2.33421, 4.81480, -3.43363], [1.40719, 4.18089, -2.99192], [0.12099, 4.42919, -3.27411], [-0.21592, 5.45429, -4.20021], [-0.34587, 6.76258, -3.43625], [1.56053, 3.11206, -1.97083], [-1.16657, 5.26008, -4.69170], [0.59902, 5.53052, -4.92159], [-1.07824, 6.65592, -2.63690], [-0.70730, 7.53858, -4.11784], [0.60129, 7.17635, -3.09143], [2.48054, 3.26009, -1.41478], [1.60533, 2.18490, -2.54957], [0.67963, 3.04745, -1.33535], [2.32692, 3.02697, 2.77204], [2.88890, 3.97224, 3.26730], [3.31239, 4.05509, 4.52084], [3.02677, 3.04252, 5.49153], [1.54904, 2.98611, 5.88678], [3.37244, 5.15575, 2.46431], [3.61894, 3.36146, 6.34903], [3.44738, 2.12476, 5.07550], [0.95783, 2.82503, 4.98304], [1.20780, 3.91067, 6.34711], [1.34760, 2.09775, 6.48149], [2.67455, 5.34633, 1.65159], [4.34115, 4.86964, 2.05341], [3.48444, 6.03693, 3.09118], [-2.41786, -4.73556, -5.26423], [-2.11612, -4.07172, -4.30737], [-1.79105, -2.77185, -4.31251], [-1.98427, -2.05574, -5.53685], [-3.40793, -1.52555, -5.69289], [-2.00983, -4.70982, -2.95817], [-1.77302, -2.72925, -6.36788], [-1.28970, -1.21784, -5.51138], [-3.49198, -1.07322, -6.68104], [-3.74309, -0.90674, -4.86176], [-4.12035, -2.35380, -5.73281], [-0.99307, -5.05342, -2.75246], [-2.64868, -5.58443, -2.87494], [-2.24000, -4.00872, -2.15331], [-4.94809, -2.21258, -3.27928], [-3.39683, -1.15587, -2.75164], [-3.53233, 0.23090, -3.39303], [-2.20523, 1.54018, -2.75659], [-2.48298, -1.68280, -3.00953], [-3.40520, -0.98398, -1.67643], [-4.54010, 0.62586, -3.28310], [-3.38776, 0.19163, -4.47157], [-5.10897, -3.60987, 0.58984], [-3.98330, -5.06814, 1.24565], [-2.54455, -4.75827, 0.85189], [-1.36130, -6.23804, 1.41856], [-4.32298, -6.00230, 0.80436], [-4.18598, -5.16739, 2.30679], [-2.08479, -3.86073, 1.25810], [-2.42903, -4.65274, -0.22434], [2.38465, -5.18273, -1.96976], [1.85640, -5.38658, -0.07986], [2.38003, -4.19348, 0.65495], [1.57573, -4.11363, 2.46950], [2.17103, -6.32888, 0.36336], [0.76879, -5.44785, -0.05741], [2.34612, -3.24598, 0.12239], [3.43815, -4.31120, 0.88655], [4.63961, -0.30812, 3.76708], [4.16295, -1.67122, 5.14089], [2.67090, -1.62903, 5.39459], [2.05132, -3.22565, 6.32047], [4.80715, -1.59606, 6.01083], [4.37481, -2.62805, 4.66501], [2.07075, -1.62321, 4.49171], [2.49299, -0.75245, 6.01220], [-2.52492, -4.21969, 4.61251], [-1.63875, -2.49534, 4.47707], [-1.26009, -2.04602, 5.85561], [-0.44309, -0.27005, 5.67081], [-2.21472, -1.77547, 3.90022], [-0.77267, -2.71172, 3.85090], [-0.54037, -2.66814, 6.37301], [-2.12132, -1.95115, 6.51306], [0.78949, -3.60280, -7.45212], [2.58762, -3.79124, -6.72724], [2.79132, -2.64330, -5.71309], [4.11549, -3.17669, -4.32700], [3.31836, -3.71253, -7.52531], [2.65350, -4.72711, -6.18129], [1.80140, -2.43385, -5.31670], [3.17831, -1.77235, -6.23368]]}

=====

{"formula": "H5N2P", "method": "ωB97M-V/def2-TZVPD", "homo_energy_ev": -9.21, "e_above_lowest_kj_mol": 267.94, "spin_multiplicity": 1, "e_tot_ev": -12347.0621, "charge": 0, "gap_ev": 9.9, "smiles": "[H]/N=N\\[H].P", "species": ["H", "N", "N", "H", "P", "H", "H", "H"], "positions_angstrom": [[-0.33895, 0.65492, 1.05700], [-1.00987, 1.51055, 1.25795], [-1.78253, 1.72301, 0.33845], [-1.67011, 1.11874, -0.47556], [1.29139, -0.94507, -0.03378], [1.92259, -0.64868, -1.31186], [1.71993, -2.25694, -0.21856], [-0.13244, -1.15654, -0.61364]]}

=====

{"formula": "C61H72BN10O5P", "method": "ωB97M-V/def2-TZVPD", "homo_energy_ev": -8.87, "spin_multiplicity": 1, "e_tot_ev": -99521.1281, "charge": 0, "gap_ev": 8.0, "smiles": "CCCNc1c([PH2]=O)c2c(c([C@@H](C)CC)c1B(N)O)C(=O)C(CCOCC)=CC2=O.c1ccncc1.c1ccncc1.c1ccncc1.c1ccncc1.c1ccncc1.c1ccncc1.c1ccncc1.c1ccncc1", "species": ["C", "C", "C", "N", "C", "C", "P", "O", "C", "C", "C", "C", "C", "C", "C", "C", "B", "N", "O", "C", "O", "C", "C", "C", "O", "C", "C", "C", "C", "O", "H", "H", "H", "H", "H", "H", "H", "H", "H", "H", "H", "H", "H", "H", "H", "H", "H", "H", "H", "H", "H", "H", "H", "H", "H", "H", "H", "H", "H", "H", "H", "H", "C", "C", "C", "N", "C", "C", "H", "H", "H", "H", "H", "C", "C", "C", "N", "C", "C", "H", "H", "H", "H", "H", "C", "C", "C", "N", "C", "C", "H", "H", "H", "H", "H", "C", "C", "C", "N", "C", "C", "H", "H", "H", "H", "H", "C", "C", "C", "N", "C", "C", "H", "H", "H", "H", "H", "C", "C", "C", "N", "C", "C", "H", "H", "H", "H", "H", "C", "C", "C", "N", "C", "C", "H", "H", "H", "H", "H", "C", "C", "C", "N", "C", "C", "H", "H", "H", "H", "H"], "positions_angstrom": [[6.60006, 3.44706, -0.64486], [6.50824, 1.81788, -0.72573], [4.96819, 1.48336, -1.12863], [4.81765, 0.16117, -1.79962], [3.42734, -0.30638, -1.85341], [2.62075, 0.10178, -3.14894], [3.53231, 1.09658, -4.49083], [3.69132, 0.13990, -5.70859], [1.14665, -0.34503, -3.23349], [0.41672, -1.17952, -2.11312], [1.20343, -1.57265, -0.82641], [0.46774, -2.38688, 0.36208], [1.03596, -3.86865, 0.55687], [0.40238, -1.51793, 1.74689], [1.14706, -2.22162, 2.98039], [2.71253, -1.12885, -0.73325], [3.66473, -1.50111, 0.55685], [3.90136, -0.53011, 1.68055], [4.36367, -2.77477, 0.66668], [-1.09403, -1.54826, -2.41401], [-1.66686, -2.63420, -2.16636], [-1.95053, -0.40708, -3.17402], [-3.48943, -0.11618, -2.80838], [-3.64175, 0.12919, -1.20615], [-2.98658, 1.34488, -0.76373], [-3.74759, 2.52875, -1.09652], [-4.56648, 3.15922, 0.14148], [-1.28482, 0.34460, -4.19472], [0.27362, 0.08468, -4.52588], [0.73118, 0.17367, -5.68351], [5.55780, 3.84961, -0.41566], [6.89492, 3.89313, -1.66922], [7.34746, 3.77442, 0.17205], [6.78788, 1.42138, 0.30471], [7.22812, 1.51418, -1.55865], [4.24443, 1.66955, -0.26025], [4.70234, 2.28184, -1.92583], [5.47326, -0.54948, -1.45296], [4.86380, 1.37707, -4.03169], [2.78065, 2.27810, -4.78449], [-0.63996, -2.50644, 0.05598], [0.70119, -4.46682, -0.37618], [0.53430, -4.40588, 1.44481], [2.16984, -3.95774, 0.59075], [0.80527, -0.45737, 1.57782], [-0.70700, -1.41905, 2.05659], [1.23742, -1.51333, 3.88850], [2.17199, -2.65805, 2.74064], [0.49364, -3.11120, 3.32377], [4.91171, -0.61195, 1.92430], [3.79937, 0.43611, 1.34097], [4.11376, -3.37176, -0.07299], [-3.74908, 0.87756, -3.33711], [-4.20180, -0.91634, -3.19698], [-4.75823, 0.22571, -0.91279], [-3.14281, -0.72940, -0.61690], [-4.46858, 2.39999, -1.97862], [-2.97506, 3.31990, -1.43650], [-4.69345, 2.44561, 1.02591], [-5.61028, 3.44596, -0.26449], [-4.10644, 4.15717, 0.49492], [-1.84639, 1.17498, -4.76121], [-1.98548, 8.74983, 0.61407], [-3.20207, 8.66602, -0.04708], [-3.46812, 7.52576, -0.78793], [-2.61508, 6.49595, -0.90767], [-1.44462, 6.60359, -0.25923], [-1.08569, 7.69917, 0.50933], [-1.74072, 9.62560, 1.20520], [-3.92762, 9.46771, 0.01185], [-4.40700, 7.41201, -1.32018], [-0.77338, 5.75844, -0.37459], [-0.12736, 7.73064, 1.01248], [8.16293, -4.17929, 2.41468], [8.47048, -5.28442, 3.19491], [7.43484, -5.94007, 3.83889], [6.14835, -5.56695, 3.75543], [5.87714, -4.49372, 2.99543], [6.84057, -3.77096, 2.30857], [8.94688, -3.64013, 1.89396], [9.49175, -5.62874, 3.30014], [7.62423, -6.81105, 4.45788], [4.82957, -4.21442, 2.94804], [6.56519, -2.91413, 1.70799], [-9.36077, -1.43089, 0.52798], [-8.38978, -2.41253, 0.39405], [-7.07951, -2.01404, 0.18278], [-6.69301, -0.73084, 0.09601], [-7.65274, 0.19845, 0.22770], [-8.98870, -0.09706, 0.44475], [-10.39725, -1.70247, 0.69508], [-8.64437, -3.46331, 0.45253], [-6.28402, -2.74437, 0.07486], [-7.31329, 1.22730, 0.15119], [-9.72003, 0.69532, 0.54496], [-7.35879, 1.86537, -6.24700], [-7.38559, 1.15080, -5.05843], [-6.62375, 1.61390, -3.99745], [-5.85613, 2.71433, -4.05268], [-5.84719, 3.38631, -5.21510], [-6.57558, 3.00756, -6.33130], [-7.94242, 1.53547, -7.09951], [-7.98496, 0.25444, -4.95761], [-6.61427, 1.09063, -3.04557], [-5.21721, 4.26998, -5.23285], [-6.53139, 3.58990, -7.24312], [1.45515, -5.94676, -4.97768], [1.42968, -6.67017, -3.79406], [2.18895, -6.21296, -2.72940], [2.95484, -5.10810, -2.77664], [2.96162, -4.42877, -3.93557], [2.23466, -4.80207, -5.05404], [0.87286, -6.27230, -5.83280], [0.83284, -7.56882, -3.70021], [2.19883, -6.74245, -1.78201], [3.58885, -3.54297, -3.94817], [2.27743, -4.21329, -5.96178], [-11.66022, 2.31628, -3.54482], [-10.45239, 1.88967, -3.01247], [-10.32686, 0.55766, -2.65562], [-11.30866, -0.34814, -2.79065], [-12.46797, 0.09053, -3.30642], [-12.69191, 1.40103, -3.69744], [-11.79650, 3.35164, -3.83776], [-9.62582, 2.57665, -2.87813], [-9.40059, 0.17659, -2.23817], [-13.24474, -0.66140, -3.40253], [-13.64789, 1.69864, -4.10991], [4.68523, -2.53906, 5.44619], [4.40386, -1.45449, 4.63325], [4.45479, -0.18736, 5.18951], [4.75839, 0.05252, 6.47668], [5.02549, -1.02075, 7.24404], [5.00382, -2.32601, 6.77874], [4.65478, -3.54423, 5.04233], [4.15148, -1.59031, 3.59185], [4.24515, 0.69414, 4.59171], [5.26562, -0.80067, 8.27948], [5.22949, -3.15300, 7.44042], [7.72688, 2.08248, 9.55189], [9.11390, 2.04103, 9.55901], [9.75632, 1.42330, 8.49831], [9.11507, 0.85751, 7.46315], [7.77311, 0.90973, 7.48180], [7.03853, 1.50724, 8.49341], [7.18747, 2.55850, 10.36368], [9.68303, 2.47901, 10.36961], [10.83941, 1.36824, 8.45684], [7.28071, 0.44382, 6.63552], [5.95636, 1.52175, 8.45455]]}

=====

{"formula": "C3H7K3N2O7", "method": "ωB97M-V/def2-TZVPD", "homo_energy_ev": -14.78, "e_above_lowest_kj_mol": 154.99, "spin_multiplicity": 1, "e_tot_ev": -69494.4897, "charge": 2, "gap_ev": 7.4, "species": ["K", "K", "K", "O", "C", "O", "O", "H", "C", "N", "O", "O", "H", "H", "H", "C", "N", "O", "O", "H", "H", "H"], "positions_angstrom": [[-0.39175, 3.94831, 0.49433], [-2.43451, 2.63465, -3.46551], [-5.11897, 1.49353, -0.57252], [-0.17626, 1.29592, 0.12430], [-1.30345, 0.87968, -0.46352], [-2.19948, 1.64614, -0.80544], [-1.30015, -0.32051, -0.78351], [0.10257, 0.40569, 0.35089], [-0.80900, -0.21672, 3.29214], [0.69052, -0.28047, 3.03179], [1.37384, -1.17893, 3.43395], [1.15919, 0.61283, 2.30560], [-1.25628, -1.21062, 3.30592], [-1.14122, 0.36823, 2.43449], [-0.94319, 0.10410, 4.32517], [2.25876, -1.42168, -1.88322], [1.52457, -1.59846, -3.20844], [0.46184, -2.16784, -3.09895], [2.20748, -1.15662, -4.17620], [2.36254, -0.34413, -1.75587], [3.29259, -1.76503, -1.84588], [1.64035, -1.72807, -1.03954]]}